C34H61BBr22N4O3 | wB97M-V/def2-TZVPD

Summary:
E_tot   -1589958.488 eV
Molar mass   2342.587 g/mol

Geometry as ORCA input:
```
! wB97M-V def2-TZVPD RIJCOSX def2/J DEFGRID3
* xyz 0 1
C -2.24808 -5.84514 -1.05519
B -3.62486 -5.14950 -1.58496
O -4.30175 -5.73092 -2.73627
C -4.30222 -3.84014 -0.91910
C -5.85640 -3.63253 -0.70965
C -6.90850 -4.76062 -1.14575
C -6.41149 -2.29506 -0.09344
C -5.46564 -1.11667 0.37101
C -3.95640 -1.35067 0.17157
C -3.39869 -2.68089 -0.46419
C -1.82527 -2.44624 -0.51631
O -1.03522 -2.92400 -1.35828
N -1.61206 -1.51865 0.60595
C -0.30706 -0.78131 0.66978
C 0.98937 -1.70897 0.85997
N 1.69317 -1.98176 -0.44797
N 0.75978 -2.96395 1.62924
N 1.98699 -0.89565 1.66955
C -2.67423 -0.46975 0.47998
O -2.57455 0.77051 0.54878
H -2.34678 -6.99736 -0.96814
H -1.86053 -5.42192 -0.06975
H -1.40777 -5.67619 -1.83389
H -4.49017 -6.65936 -2.44267
H -6.93792 -5.65124 -0.42160
H -7.94909 -4.26011 -1.14733
H -6.72876 -5.10451 -2.23204
H -7.54782 -2.20870 -0.00556
H -5.83947 -0.13525 0.79943
H -0.24361 -0.14095 -0.29631
H -0.35393 -0.02108 1.53427
H 1.29690 -1.35323 -1.17296
H 1.48152 -2.92954 -0.78661
H 0.89865 -3.81211 1.06814
H -0.12938 -2.96522 2.14370
H 1.91531 -1.26068 2.64164
H 2.92157 -1.19934 1.34096
Br 0.87371 2.49518 2.45504
C 2.37719 3.06649 3.54998
C 3.68951 2.75603 2.87526
Br 4.12437 0.86089 3.01361
H 2.26465 2.58293 4.52035
H 2.25263 4.14407 3.66943
H 4.50915 3.27465 3.37437
H 3.70036 3.00599 1.81437
Br -1.42364 -2.47177 4.75644
C -2.80820 -3.81622 5.02921
C -3.12622 -4.54299 3.74594
Br -4.23084 -3.45038 2.56965
H -3.66918 -3.30338 5.45853
H -2.39418 -4.50420 5.76875
H -3.72202 -5.43606 3.94648
H -2.23912 -4.82442 3.17807
Br -4.70652 -8.30663 7.83975
C -4.60905 -6.58481 6.93269
C -5.96091 -6.16143 6.41357
Br -6.43507 -7.13742 4.79436
H -3.85719 -6.68047 6.14907
H -4.25177 -5.88476 7.68988
H -5.94780 -5.11077 6.11770
H -6.76714 -6.32222 7.12896
Br -5.23716 -0.38802 -2.01248
C -6.59541 0.01622 -3.35563
C -5.97020 0.35399 -4.68773
Br -5.24229 2.16219 -4.68966
H -7.21115 0.82063 -2.95263
H -7.19620 -0.89216 -3.43300
H -6.72237 0.35039 -5.47873
H -5.15642 -0.31642 -4.96401
Br 0.97217 1.82664 -1.11467
C 2.49208 1.27965 -2.20538
C 2.59816 2.11756 -3.45500
Br 1.27820 1.57549 -4.78317
H 2.37171 0.21571 -2.40860
H 3.36597 1.42633 -1.56865
H 3.56508 1.96765 -3.93811
H 2.44885 3.18198 -3.27480
Br 1.46420 2.53287 -10.55201
C 0.84457 2.39027 -8.70809
C 0.13089 3.64436 -8.26975
Br 1.39259 5.07557 -7.87410
H 1.71622 2.15490 -8.09763
H 0.16230 1.53844 -8.70319
H -0.40670 3.47377 -7.33525
H -0.56212 4.03018 -9.01678
Br 5.84109 5.67713 3.42217
C 7.34486 4.73710 4.23216
C 7.14632 4.56423 5.71777
Br 7.49522 6.22583 6.67550
H 8.24394 5.29879 3.97945
H 7.37583 3.76692 3.73319
H 7.86397 3.84802 6.12104
H 6.13754 4.24958 5.98496
Br -1.52529 2.81836 -13.82873
C -2.15341 2.68327 -11.98929
C -2.86528 3.94205 -11.55953
Br -1.59974 5.37111 -11.16318
H -1.28509 2.44732 -11.37371
H -2.83861 1.83394 -11.98471
H -3.40851 3.77760 -10.62733
H -3.55327 4.32691 -12.31204
Br -3.90191 -9.48871 -1.53479
C -2.22678 -10.47892 -1.41032
C -1.75078 -10.57186 0.01827
Br -0.95489 -8.89408 0.61198
H -1.51463 -9.98434 -2.07079
H -2.45376 -11.47047 -1.80498
H -0.95379 -11.31136 0.11073
H -2.54667 -10.81274 0.72279
Br 7.17607 10.08748 4.59757
C 6.55999 9.92792 6.43960
C 5.84792 11.17928 6.88923
Br 7.11231 12.60622 7.29547
H 7.43232 9.68645 7.04684
H 5.87732 9.07655 6.43763
H 5.31105 11.00177 7.82243
H 5.15450 11.57145 6.14550
Br 11.08083 5.85354 4.13558
C 11.19072 7.58592 3.24973
C 9.84099 8.02399 2.73745
Br 9.35911 7.06973 1.10728
H 11.94163 7.49473 2.46508
H 11.55298 8.27422 4.01494
H 9.86049 9.07764 2.45452
H 9.03418 7.85965 3.45208
*
```

=====

C34H61CsN5O6SSi3 | wB97M-V/def2-TZVPD

Summary:
Molar mass   885.121 g/mol
Energy relative to the best compared isomer or geometry (same formula, charge and spin)   18.35 kcal per mole

Geometry as ORCA input:
```
! wB97M-V def2-TZVPD RIJCOSX def2/J DEFGRID3
* xyz -1 1
Cs -0.00817 -0.62382 0.75397
C 1.57685 -1.73882 4.87560
N 2.21728 -0.55502 4.32523
C 3.65644 -0.65677 4.47519
C 1.69806 0.63538 4.99181
C 2.02964 1.95247 4.29333
N 1.05285 2.34097 3.28925
C 1.60521 3.34572 2.40011
C -0.16116 2.84122 3.91221
H 1.77167 -1.85160 5.95777
H 1.95247 -2.63346 4.37581
H 0.50081 -1.67558 4.72101
H 3.96350 -0.63091 5.53725
H 4.16752 0.15199 3.95231
H 4.00211 -1.59697 4.04623
H 2.07343 0.66897 6.03133
H 0.61464 0.52750 5.05034
H 3.00085 1.86864 3.80293
H 2.13053 2.75184 5.05012
H 1.90635 4.26128 2.94120
H 0.86010 3.61706 1.65868
H 2.48271 2.94812 1.88551
H -0.87277 3.12361 3.14412
H 0.04404 3.72551 4.54417
H -0.62683 2.07613 4.53328
O -1.51193 -0.83830 3.66750
C -2.22191 -1.80443 3.89273
C -3.08143 -2.51471 2.96553
C -3.81560 -3.58002 3.47689
C -4.66074 -4.30388 2.66772
C -4.79390 -3.97830 1.30064
C -4.08650 -2.94388 0.77237
C -3.18474 -2.14607 1.56828
O -2.52963 -1.19830 1.07228
N -5.41719 -5.40048 3.22186
O -5.32939 -5.62491 4.42118
O -6.21455 -5.97717 2.49653
H -2.24086 -2.22836 4.91999
H -3.72658 -3.84748 4.52259
H -5.46364 -4.56761 0.69091
H -4.17288 -2.68559 -0.27628
C 3.29027 -2.32383 1.32379
O 2.45284 -1.62276 0.43708
Si 3.05231 -0.87613 -0.97710
C 4.64123 -1.82016 -1.38968
C 3.65057 0.80590 -0.35834
C 1.74866 -0.87602 -2.19776
Si 1.22256 -2.53106 -2.72660
C 1.34562 -3.86168 -1.37535
C 2.20602 -3.27329 -4.17277
C -0.58775 -2.63436 -3.27220
Si 1.89163 0.38920 -3.49003
C 1.60881 2.16831 -2.87753
C 0.66480 0.18219 -4.91880
C 3.58431 0.44012 -4.35621
H 3.69771 -3.23018 0.86277
H 2.70573 -2.61960 2.19943
H 4.13022 -1.70990 1.67121
H 5.39562 -1.77666 -0.59667
H 5.07751 -1.38346 -2.29430
H 4.43494 -2.87351 -1.60844
H 4.41765 0.66043 0.41094
H 2.83606 1.38453 0.08869
H 4.09078 1.41072 -1.15794
H 2.38713 -4.13960 -1.17881
H 0.82378 -4.76215 -1.71592
H 0.91553 -3.55382 -0.41809
H 3.27587 -3.28603 -3.93789
H 2.08019 -2.69115 -5.09297
H 1.88956 -4.30184 -4.38113
H -1.25617 -2.35815 -2.44781
H -0.83824 -3.65697 -3.57591
H -0.80336 -1.97221 -4.11364
H 1.64302 2.21249 -1.78764
H 0.62692 2.54011 -3.18975
H 2.36224 2.86166 -3.26727
H -0.36926 0.27393 -4.57135
H 0.76543 -0.78252 -5.42491
H 0.84013 0.96783 -5.66183
H 4.38089 0.71170 -3.65299
H 3.59574 1.17519 -5.16946
H 3.83660 -0.53987 -4.77528
C -3.36067 -0.13761 -3.63816
C -3.14916 1.27724 -4.18355
C -2.42754 1.93356 -3.01913
O -3.09844 1.43630 -1.86617
C -3.46551 0.07637 -2.11827
H -2.49134 -0.75425 -3.86567
H -4.23756 -0.63583 -4.05126
H -4.10326 1.78243 -4.35113
H -2.57463 1.29601 -5.11045
H -2.49019 3.02076 -3.00616
H -1.36856 1.64240 -2.99848
H -4.48006 -0.06427 -1.73981
H -2.80199 -0.59788 -1.57236
N -3.00637 1.62818 1.99606
C -2.69564 2.60010 1.10274
N -1.51870 2.80090 0.60450
C -1.53821 3.90333 -0.23935
C -0.45465 4.36707 -0.98154
C -0.62330 5.45470 -1.82146
C -1.85675 6.09774 -1.92837
C -2.94472 5.65522 -1.19102
C -2.77219 4.56290 -0.35442
S -3.94129 3.76202 0.65314
H -2.36559 0.84573 2.06053
H -3.96942 1.33967 2.02871
H 0.49572 3.85354 -0.91924
H 0.21554 5.80279 -2.41212
H -1.96917 6.94412 -2.59424
H -3.90714 6.14539 -1.27432
*
```

=====

C34H62N4O7 | wB97M-V/def2-TZVPD

Summary:
E_tot   -56552.995 eV
SMILES   c1ccncc1.c1ccncc1.c1ccncc1.c1ccncc1.CCO.CCO.CCO.CCO.CCO.CCO.CCO
Molar mass   638.891 g/mol

Geometry as ORCA input:
```
! wB97M-V def2-TZVPD RIJCOSX def2/J DEFGRID3
* xyz 0 1
C 1.78454 2.23236 -3.00858
C 1.91729 3.46591 -2.39333
C 2.47070 4.50422 -3.12972
N 2.90133 4.41140 -4.40457
C 2.76604 3.17639 -4.98401
C 2.16041 2.07595 -4.37434
H 1.26601 1.44174 -2.48661
H 1.57507 3.61869 -1.38045
H 2.61567 5.49658 -2.72896
H 3.20389 3.11007 -5.96904
H 1.99179 1.15707 -4.91622
C -1.84432 -4.55930 -4.91142
C -0.50526 -4.50027 -4.89326
C 0.00854 -3.47042 -4.10488
N -0.71705 -2.61326 -3.30503
C -2.07066 -2.75071 -3.37706
C -2.66418 -3.71339 -4.24125
H -2.28804 -5.31600 -5.54143
H 0.12792 -5.19951 -5.41913
H 1.07574 -3.31948 -4.17354
H -2.63572 -2.04824 -2.78238
H -3.73545 -3.83802 -4.29824
C 0.74862 2.54879 3.30321
C 1.94314 2.66501 2.58085
C 2.92346 3.48697 3.14591
N 2.74354 4.31024 4.26081
C 1.59103 4.21092 4.88710
C 0.56619 3.36203 4.43734
H -0.06462 1.89424 3.02644
H 2.17376 2.06777 1.71107
H 3.92293 3.52122 2.73813
H 1.52713 4.75381 5.81854
H -0.32337 3.21977 5.03304
C -2.97592 3.02710 0.26349
C -2.71280 3.26831 -1.08462
C -1.80494 4.26361 -1.41599
N -1.06030 4.90026 -0.46324
C -1.35994 4.67239 0.86540
C -2.28876 3.72636 1.24520
H -3.73878 2.31184 0.53339
H -3.36016 2.69457 -1.73125
H -1.65075 4.61489 -2.42556
H -0.86687 5.32786 1.56799
H -2.36842 3.61472 2.31646
C -5.14425 -1.15156 -1.15257
C -4.24554 -0.81868 0.09447
O -3.88625 -2.11035 0.53512
H -4.69131 -1.74276 -1.94846
H -5.53313 -0.22339 -1.57135
H -5.99572 -1.76499 -0.85793
H -4.86850 -0.43553 0.90270
H -3.46934 -0.09174 -0.14463
H -3.18723 -1.92831 1.16744
C 1.97138 -2.49382 2.86813
C 1.51708 -1.13303 2.43841
O 0.44921 -0.63187 3.18332
H 2.51611 -2.36579 3.80353
H 2.61086 -2.93725 2.10489
H 1.13099 -3.18274 2.95323
H 1.26056 -1.20782 1.38166
H 2.33530 -0.42127 2.54798
H 0.73879 -0.42392 4.07466
C 4.50993 0.13880 -1.03434
C 3.52893 -0.48168 -0.08255
O 2.75553 -1.43413 -0.65055
H 3.97317 0.69915 -1.79984
H 4.98863 -0.69526 -1.54748
H 5.26078 0.77905 -0.57130
H 2.94152 0.29939 0.40012
H 4.07040 -0.96274 0.73200
H 1.88814 -1.06252 -0.82700
C -2.06459 -4.31177 2.03700
C -2.14881 -3.14942 3.09835
O -1.89637 -2.03201 2.35093
H -1.16870 -4.17522 1.43134
H -2.94358 -4.34015 1.39305
H -1.87243 -5.23229 2.58819
H -1.45772 -3.25990 3.93399
H -3.15129 -3.15794 3.52619
H -1.00320 -1.71711 2.50807
C 5.19961 -3.23716 -2.68946
C 3.71401 -3.46251 -3.04557
O 3.12866 -2.23294 -3.23832
H 5.31836 -2.76617 -1.71367
H 5.71848 -2.56226 -3.37018
H 5.77449 -4.16268 -2.72177
H 3.23119 -4.00165 -2.23052
H 3.68372 -3.95973 -4.01509
H 2.90675 -1.86953 -2.37792
C -2.58391 0.95438 3.69289
C -3.56509 1.81365 4.53699
O -3.13637 3.14469 4.72514
H -1.55735 0.93103 4.05856
H -2.41956 1.21429 2.64716
H -2.95293 -0.07123 3.68603
H -3.86927 1.42552 5.50906
H -4.55586 1.87470 4.08670
H -2.62961 3.24862 5.53383
C -0.31944 0.90024 -0.10555
C -0.75058 -0.25104 -0.92668
O 0.33765 -0.72921 -1.71175
H 0.71282 0.74571 0.20857
H -1.00585 1.00711 0.73440
H -0.32943 1.83831 -0.66055
H -1.57214 -0.02618 -1.60680
H -1.10965 -1.08678 -0.32609
H -0.05615 -1.34299 -2.33608
*
```